1.
CH2N2O3 | the ωB97M-V functional and the def2-TZVPD basis

## Properties
Kohn-Sham gap (alpha / beta): 9.282 / 9.256 eV
HOMO energy (alpha / beta): -10.81 / -10.78 eV
energy above the lowest of the compared OMol25 structures with the same formula, charge and spin: 818.4 kJ/mol

ORCA input file:
```
! RIJCOSX wB97M-V def2-TZVPD def2/J DEFGRID3
* xyz 0 1
C -1.24 -0.17 -0.19
N -0.05 -0.11 0.09
N 1.16 0.73 -0.02
O 0.46 -2.02 0.90
O 1.56 0.97 -1.12
O 1.59 1.11 1.00
H -1.61 -1.05 0.12
H -1.86 0.55 -0.79
*
```



2.
CH2N2O3 | the ωB97M-V functional and the def2-TZVPD basis

## Properties
Kohn-Sham gap: 9.067 eV
HOMO energy: -10.01 eV
energy above the lowest of the compared OMol25 structures with the same formula, charge and spin: 431.0 kJ/mol
SMILES: O=NC[N+](=O)[O-]

ORCA input file:
```
! RIJCOSX wB97M-V def2-TZVPD def2/J DEFGRID3
* xyz 0 1
O 2.02 -0.23 -0.03
N 1.34 0.19 -0.88
C -0.37 0.02 -0.57
N -0.53 -0.06 0.82
O 0.01 -1.01 1.34
O -0.94 0.97 1.29
H -0.91 -0.90 -0.93
H -0.61 1.02 -1.05
*
```



3.
CH2N2O3S | the ωB97M-V functional and the def2-TZVPD basis

## Properties
Kohn-Sham gap: 9.746 eV
HOMO energy: -10.74 eV
energy above the lowest of the compared OMol25 structures with the same formula, charge and spin: 239.5 kJ/mol

ORCA input file:
```
! RIJCOSX wB97M-V def2-TZVPD def2/J DEFGRID3
* xyz 0 1
C -0.73 -1.41 0.03
N -1.84 -1.05 -0.25
N 0.52 0.49 -0.40
O -0.17 1.45 0.27
O 0.05 -2.08 0.54
O 2.84 1.54 0.26
S 2.07 0.47 -0.39
H -0.84 0.81 0.78
H -1.89 -0.22 -0.83
*
```



4.
CH2N2O3S | the ωB97M-V functional and the def2-TZVPD basis

## Properties
Kohn-Sham gap: 9.812 eV
HOMO energy: -10.81 eV
energy above the lowest of the compared OMol25 structures with the same formula, charge and spin: 162.5 kJ/mol

ORCA input file:
```
! RIJCOSX wB97M-V def2-TZVPD def2/J DEFGRID3
* xyz 0 1
C 1.16 -0.02 0.03
N 0.02 -0.25 1.06
N 0.53 0.27 -1.12
O 2.27 0.01 0.46
O -2.04 -1.02 -0.37
O -1.84 1.33 0.25
S -1.26 0.06 0.08
H -0.05 -1.13 1.37
H 1.21 0.74 -1.76
*
```



5.
CH2N2O3S | the ωB97M-V functional and the def2-TZVPD basis

## Properties
Kohn-Sham gap (alpha / beta): 8.443 / 8.444 eV
HOMO energy (alpha / beta): -10.31 / -10.31 eV
energy above the lowest of the compared OMol25 structures with the same formula, charge and spin: 370.3 kJ/mol

ORCA input file:
```
! RIJCOSX wB97M-V def2-TZVPD def2/J DEFGRID3
* xyz 0 1
C 1.70 0.01 0.59
N 1.68 0.98 -0.02
N -1.30 -0.30 -0.50
O -1.29 2.41 0.37
O -1.05 3.12 -1.92
O -0.63 0.37 -1.27
S -0.41 2.50 -0.79
H -1.73 0.24 0.16
H 1.77 -0.95 0.98
*
```



6.
CH2N2O3S | the ωB97M-V functional and the def2-TZVPD basis

## Properties
Kohn-Sham gap: 9.196 eV
HOMO energy: -10.22 eV
energy above the lowest of the compared OMol25 structures with the same formula, charge and spin: 192.5 kJ/mol

ORCA input file:
```
! RIJCOSX wB97M-V def2-TZVPD def2/J DEFGRID3
* xyz 0 1
C -0.75 2.30 -0.02
N -1.58 1.45 0.13
N 1.22 0.70 -0.07
O -0.07 3.24 -0.13
O 0.77 -0.45 0.39
O 3.24 -0.58 0.32
S 2.83 0.73 -0.24
H 1.66 -1.03 0.54
H -1.89 0.56 -0.17
*
```



Q: The highest energy above the lowest of the compared OMol25 structures with the same formula, charge and spin belongs to which entry?
A: number 1